{"formula": "C2H2BrN", "method": "ωB97M-V with the def2-TZVPD basis set", "symbols": ["N", "C", "C", "Br", "H", "H"], "xyz": [[-0.660617, 2.188521, -0.032011], [-0.384806, 1.036813, -0.149916], [-0.091639, -0.586645, -0.039998], [1.866059, -0.635433, -0.076378], [-0.459956, -1.335037, -0.766604], [-0.269042, -0.668218, 1.064909]], "atomic_forces_ev_per_a": [[1.21, -4.48, -0.56], [-1.32, 0.66, 0.06], [0.84, 3.89, 1.55], [0.03, -0.32, -0.24], [-0.31, 1.07, 0.58], [-0.46, -0.82, -1.38]], "mulliken_charge": [-0.376, 0.204, -0.345, -0.081, 0.355, 0.242], "smiles": "N#CCBr", "e_homo_ev": -10.9, "e_tot_ha": -2706.12489, "charge": 0, "de_lowest_ev": 0.763, "lumo_ev": 0.26}